Entry 1:
# C24H29N3O3S

A molecular structure, C24H29N3O3S (the ωB97M-V functional and the def2-TZVPD basis, the OMol25 dataset).

```
60
Properties=species:S:1:pos:R:3:forces:R:3:lowdin_charge:R:1
H 1.2130 0.2718 -2.7505 1.1 -4.9 -2.8 0.0558
C -0.3272 1.6087 -0.3013 -0.2 -1.0 -4.0 -0.2382
C 1.4629 -1.2276 1.3159 -4.5 -0.5 5.2 -0.0737
H 4.7029 2.9896 3.7170 -2.4 -2.1 0.0 0.1644
N -1.6465 -2.3716 -0.4384 3.0 -4.6 -2.2 -0.0442
H 1.2609 3.4433 -1.1936 0.7 -0.6 -0.6 0.1414
H -3.7480 1.0137 0.2682 2.8 0.5 0.3 0.1826
C 0.7261 -2.1693 -0.9584 -0.4 -2.6 -6.6 -0.1731
O -4.9803 0.0889 -1.5980 -10.1 3.9 4.8 -0.2060
H 3.1348 2.0188 -2.2634 -1.0 -2.3 2.4 0.1781
H -2.4318 -1.3517 1.1016 -0.7 -0.1 -0.9 0.1083
H 1.7981 1.9328 4.1872 0.8 1.5 -0.9 0.1470
H 4.0106 1.1417 4.1483 -0.6 3.0 -1.7 0.1660
H -4.4191 -3.3737 0.1469 -1.0 0.8 -0.6 0.1297
H -1.5469 1.9650 1.2844 0.2 1.2 0.2 0.1222
H 3.3590 1.1996 1.6503 -0.6 -3.2 -1.0 0.0420
H 1.6194 -0.8149 2.4040 0.2 -0.6 -2.4 0.1381
H 0.8769 1.8625 -3.0939 0.3 1.7 -1.5 0.1170
C 1.0535 1.1492 -2.3661 5.3 2.9 3.8 -0.1148
C 1.9588 -1.8595 -0.7571 8.3 -0.5 -4.9 -0.1368
C 3.6469 2.1229 1.9453 -1.7 1.8 3.4 -0.1036
C -2.6285 -2.3142 0.5500 -2.0 5.4 -1.3 -0.1695
H -1.2056 -0.1978 -3.1335 0.0 1.0 1.4 0.1296
C 2.3848 1.4919 -1.4259 -2.6 9.3 -9.0 -0.0469
O -3.6629 -0.5288 -3.3360 1.7 -0.4 -6.4 -0.2636
H 2.1490 3.6195 4.4823 1.4 -0.4 -0.7 0.1412
C 2.3787 2.8935 2.3308 -4.7 0.8 -4.9 -0.2050
C -0.0663 1.0366 -1.5731 -7.6 -2.0 0.1 -0.1992
H -4.6604 -1.5486 0.1961 -2.5 2.5 1.3 0.0530
O 0.2246 1.5471 2.4909 1.0 1.2 -2.6 -0.0083
H 2.5631 3.4157 -0.2480 2.8 1.7 2.8 0.0517
C -1.9373 -3.6023 -1.4142 4.9 1.1 2.8 -0.1144
C 2.4397 -1.4991 0.4294 0.2 1.1 1.6 -0.1466
C 0.0685 -1.6912 1.1522 3.1 0.5 -1.5 0.0565
C 0.9242 2.1183 1.6165 1.2 -0.3 4.3 -0.2614
C -4.1662 -2.3396 -0.1580 6.7 -4.1 -0.6 -0.0401
H -2.4425 -4.4332 -0.9443 0.9 -0.7 1.0 0.1122
C -2.6211 1.0449 -0.1043 -5.7 0.8 1.9 -0.1365
N 0.7474 2.1020 0.2614 6.4 3.7 4.0 0.0406
C -2.5272 0.4778 -1.2261 3.0 -6.4 -10.1 -0.1906
H -0.8593 -3.8774 -1.9111 -3.3 0.3 0.9 0.1715
C -2.9524 -3.0144 -2.1570 0.6 -1.4 -12.1 -0.3873
C 1.9393 2.7473 -0.6414 -6.9 -3.3 -2.1 -0.0337
H 4.2764 2.5611 1.2104 1.1 0.6 0.1 0.0980
S -3.8869 -0.5329 -1.9929 9.2 -3.4 1.0 0.5505
H -2.6087 -2.3555 -3.1722 -0.1 -1.5 2.8 0.1706
H -3.3194 -3.9485 -2.9727 -0.4 2.0 2.4 0.1778
C 3.7181 2.2195 3.5387 12.4 -3.0 1.5 -0.2626
C -1.5326 1.7303 0.2345 0.5 1.1 5.2 -0.0257
H 2.8596 -1.9785 -1.7237 -3.1 0.3 2.9 0.2041
H 2.6322 0.9002 -0.7345 2.6 -5.5 4.4 -0.0078
H 3.4363 -1.3426 0.7340 1.2 0.2 -0.3 0.1023
C -0.2160 -2.3076 -0.1285 -7.3 3.7 9.5 -0.2185
H 0.3807 -2.6024 -1.8472 0.5 0.1 -2.3 0.1022
H -0.6732 -1.4165 1.8906 0.2 -0.3 0.0 0.0926
C -1.1803 0.3838 -2.1618 -2.5 0.9 3.7 0.1274
H -2.6945 -2.8667 1.3647 0.4 -4.1 3.3 0.0608
C 2.5140 2.7883 3.8202 -8.1 0.0 1.1 -0.2393
H 2.2966 3.8819 1.8349 0.3 -0.1 0.8 0.1279
N -3.8161 -2.2017 -1.5797 -5.3 4.1 3.0 -0.2158
```
Positions in Å, forces in eV/Å.

- M (u) = 439.58
- HOMO-LUMO gap (eV) = 8.6838
- multiplicity = 1

***

Entry 2:
# C24H22Cl2N7O6OsPS

A molecular structure, C24H22Cl2N7O6OsPS (the ωB97M-V functional and the def2-TZVPD basis, the OMol25 dataset).

```
64
Properties=species:S:1:pos:R:3:forces:R:3:lowdin_charge:R:1
H 3.9555 1.2741 -4.0939 0.0 0.0 0.0 0.1127
C 1.2476 -0.5805 3.0859 0.0 0.0 0.0 -0.2144
C -0.5259 -1.3603 0.9901 0.0 0.1 0.0 -0.2187
H 2.0344 1.4639 -2.5167 0.0 0.0 0.0 0.1072
H -1.8645 -4.4299 0.8619 0.0 0.0 0.0 0.1138
N -4.6996 1.1689 -0.8624 0.0 0.0 0.0 -0.1382
C 0.7202 -0.9691 4.3005 0.0 0.0 0.0 -0.0419
C -0.0211 -3.8138 -0.0411 0.0 0.0 0.0 -0.0338
C -1.4452 -2.3543 1.2334 0.0 0.0 0.0 0.0124
O 1.9486 2.3985 0.5416 0.0 0.0 0.0 -0.4108
S 0.8037 3.0205 -0.2069 0.0 0.0 0.0 0.3726
H -2.0479 -0.8483 -1.2388 0.0 0.0 0.0 0.1008
H -4.3766 -0.7980 -1.4946 0.0 0.0 0.0 0.1279
H -3.8037 0.0560 0.6728 0.0 0.0 0.0 0.0982
O 4.8738 -1.7623 1.0731 0.0 0.0 0.0 0.0477
H 5.9520 -0.0546 -3.3982 0.0 0.0 0.0 0.1137
C 1.3994 -1.8879 5.0894 0.0 0.0 0.0 -0.6889
O 1.2187 3.6911 -1.4072 0.0 0.0 0.0 -0.2868
H -4.0126 1.7620 1.0339 0.0 0.0 0.0 0.1112
C -1.9381 0.1638 -1.6376 -0.1 0.0 0.0 -0.1979
C 3.9579 -1.0357 0.7047 0.0 0.0 0.0 -0.4597
H -0.9960 0.2279 -2.1775 0.0 0.0 0.0 0.0999
H -1.3865 3.3845 -1.5422 0.0 0.0 0.0 0.0861
P -1.9808 1.3640 -0.2542 -0.1 -0.1 0.0 0.9667
H -2.5664 3.7286 -0.2775 0.0 0.0 0.0 0.1151
C -4.6412 2.5134 -1.4254 0.0 0.0 0.0 -0.1826
C 2.9089 0.8725 -2.2789 0.0 0.0 0.0 -0.0818
C 2.4771 -1.0959 2.6452 0.0 0.0 0.0 -0.1840
H -2.0297 2.0377 -3.4370 0.0 0.0 0.0 0.1381
H -0.2141 -0.5469 4.6455 0.0 0.0 0.0 0.1195
C 3.9895 -0.4275 -0.6874 0.0 0.0 0.0 -0.1597
N -3.0602 0.4498 -2.5368 0.0 0.0 0.0 -0.1325
C -0.3753 0.0621 1.4240 0.0 0.0 -0.1 -0.4912
C 5.0941 0.0349 -2.7450 0.0 0.0 0.0 -0.0344
Cl 0.6974 -2.3706 6.5958 0.0 0.0 0.0 0.6625
H -2.3193 -2.1621 1.8402 0.0 0.0 0.0 0.1260
C -2.2747 3.0103 -1.0423 0.0 0.0 0.0 -0.1989
O -0.1199 3.7200 0.6415 0.0 0.0 0.0 -0.2813
C 3.1676 -1.9951 3.4503 0.0 0.0 0.0 -0.0226
H -3.7534 1.9135 -3.8367 0.0 0.0 0.0 0.1305
O 0.0699 1.6516 -0.6825 0.1 0.0 0.0 -0.5810
H 0.2120 -4.7862 -0.4504 0.0 0.0 0.0 0.1118
H -5.4002 2.5932 -2.2059 0.0 0.0 0.0 0.1293
Os 1.4030 0.3597 0.3756 -0.1 0.0 0.1 1.4395
C -4.3622 0.2110 -1.9111 0.0 0.0 0.0 -0.1841
O -1.4496 0.9226 1.2161 0.0 0.1 0.0 -0.1497
H -5.1250 0.2765 -2.6889 0.0 0.0 0.0 0.1285
H -4.8643 3.2431 -0.6459 0.0 0.0 0.0 0.1316
C 0.8524 -2.7562 -0.2495 0.0 0.0 0.0 -0.0635
N 2.8573 -0.6602 1.3710 0.0 0.0 0.0 -0.0380
Cl 3.5004 -3.5247 5.6324 0.0 0.0 0.0 0.6698
N 0.5902 0.4058 2.2878 0.0 0.0 0.0 0.0504
C 5.0976 -0.5683 -1.4964 0.0 0.0 0.0 0.0161
N 2.9082 0.2697 -1.0877 0.0 0.0 0.0 -0.0371
C 2.6223 -2.3892 4.6648 0.0 0.0 0.0 -0.6791
C -1.1795 -3.6098 0.6937 0.0 0.0 0.0 -0.0398
C -3.7422 1.0589 0.2411 0.0 0.0 0.0 -0.2070
H 4.1157 -2.3923 3.1242 0.0 0.0 0.0 0.1017
C -3.0208 1.8272 -3.0326 0.0 0.0 0.0 -0.1652
H 1.7711 -2.8601 -0.8123 0.0 0.0 0.0 0.1269
N -3.3458 2.8236 -2.0158 0.0 0.0 0.0 -0.1327
H 5.9333 -1.1394 -1.1176 0.0 0.0 0.0 0.1242
N 0.5752 -1.5511 0.2379 0.0 -0.1 0.0 -0.0233
C 3.9874 0.7693 -3.1392 0.0 0.0 0.0 -0.0320
```
Positions in Å, forces in eV/Å.

- M (u) = 828.66
- HOMO-LUMO gap (eV) = 7.0695
- multiplicity = 1

***

Entry 3:
# C29H39ClF9NaO13S2V

A molecular structure, C29H39ClF9NaO13S2V (the ωB97M-V functional and the def2-TZVPD basis, the OMol25 dataset).

```
95
Properties=species:S:1:pos:R:3:forces:R:3:lowdin_charge:R:1
H 3.3109 -2.6503 -4.2189 -0.5 0.4 -0.6 0.1441
C 1.8043 -5.7713 1.9747 0.5 -0.6 -0.3 -0.0936
C 4.5959 -4.3363 0.9294 -0.2 0.2 -0.8 -0.0560
H 0.5163 -7.8429 0.6128 -0.4 0.2 0.2 0.0677
O 1.1762 1.8962 -0.9567 -0.7 -1.7 1.2 -0.2880
C -1.3224 5.4673 5.0999 -0.7 -1.1 0.8 -0.3503
H 1.7393 6.0962 1.5066 0.0 -0.1 0.0 0.1229
C 2.7424 -3.8327 -0.8327 1.3 -0.2 -0.6 -0.1581
O -0.3753 4.7004 5.1505 0.2 0.3 -0.3 0.1175
C 0.5269 -0.1543 -2.5434 1.7 -0.7 0.7 -0.3199
C -0.4796 6.2541 -0.2656 0.1 0.1 -0.1 -0.1477
C -0.4404 -4.7204 1.8276 0.3 -0.8 0.2 -0.0726
Cl -3.8263 3.1091 -3.1534 -1.2 0.8 -0.7 -0.4091
C 0.5065 -5.9367 1.7225 -0.7 0.1 0.2 -0.3370
O -2.3200 8.7090 3.7792 -0.3 0.1 0.2 0.1573
O -2.8287 3.9655 6.2373 0.4 -0.1 -0.1 0.1056
H -6.7005 3.0218 -3.8631 0.3 0.1 -0.1 0.0159
O 8.5594 -2.5646 -0.9326 -1.3 -0.7 -0.7 -0.7453
H 3.7758 -6.7370 1.9497 -0.2 0.1 -0.4 0.0959
H -0.3717 -7.9058 2.1586 0.1 0.3 -0.2 0.0830
S 0.7122 -0.2428 -4.3646 -1.4 0.7 -3.4 0.6384
H 3.7730 -7.0306 -0.5985 -0.3 0.4 0.2 0.1158
C 1.9354 -0.5482 -1.9156 -1.3 -0.4 -0.7 -0.1699
F -4.0043 0.0763 -0.1701 0.1 0.6 -0.6 0.2227
C -0.1331 -7.2709 1.2901 0.0 1.0 -0.5 -0.0520
C -1.6512 0.4074 0.1095 -0.4 0.3 0.6 -0.2337
S 0.1331 1.5140 -1.8897 2.6 2.7 -0.6 0.7522
C -3.7223 6.0315 5.7356 0.2 -0.9 0.5 0.1909
O -0.5753 -0.3831 -4.9577 -0.5 -1.0 0.9 -0.2444
Na -0.4098 -0.0337 2.7370 0.1 0.0 0.0 0.8289
H 2.0573 -3.5456 -0.0078 0.2 0.0 -0.4 0.1035
F -2.9219 -1.3182 1.0276 0.5 0.0 -0.1 0.1200
H 2.1733 -6.2513 -0.6866 0.3 -0.1 0.3 0.1026
C -2.6381 5.0555 5.7328 -0.8 0.3 0.0 -0.3488
V 7.2556 -3.3134 -1.7693 0.9 0.3 0.3 0.7566
H 3.2661 -0.8319 -4.0025 0.2 -0.7 -0.1 0.1333
C 3.1318 -6.2535 -0.1375 0.6 0.1 0.5 -0.1527
H 5.4223 -3.6885 0.5772 -0.4 -0.1 0.3 0.0668
F -1.8814 1.0037 1.3623 0.3 -0.8 -0.9 0.0668
F -1.4227 2.6970 -0.2324 0.6 0.1 0.1 0.1226
O -4.6652 8.1081 5.1568 -0.2 -0.3 0.3 0.1416
H 0.3585 6.5059 -0.9200 0.0 0.0 0.0 0.1212
H -0.4395 7.1065 4.0045 0.0 0.0 0.0 0.1256
H 2.0919 -4.9410 2.6351 0.2 0.1 -0.9 0.1072
C 2.8672 -6.6805 1.3318 -0.9 -0.2 0.6 -0.1942
H 0.6251 5.5169 2.7621 0.1 0.1 0.0 0.0949
H -0.6186 8.3883 0.2005 0.1 0.0 0.1 0.1203
C 3.8120 -4.8479 -0.3203 -0.3 -0.4 -0.1 -0.3444
H 1.2955 -2.5375 -2.4002 0.6 -0.2 -0.2 0.1387
O 0.0806 7.2720 1.8040 0.0 -0.2 0.0 -0.1655
C -3.7441 7.3160 5.1387 0.5 1.1 -0.8 -0.3585
C -2.4628 7.6865 4.4092 0.5 -0.3 -0.2 -0.3201
H -1.0070 -4.7192 2.7767 0.0 0.2 -0.4 0.0751
H 2.7028 0.1673 -2.2437 -0.3 -0.2 0.4 0.1346
H -8.2633 0.8471 -4.7768 0.0 0.1 0.0 0.0668
O 5.9253 -4.0610 -2.6028 0.4 0.4 0.4 -0.7249
H 2.4457 -7.7017 1.3082 0.4 0.3 0.1 0.0934
H -4.6049 5.6880 6.2654 -0.1 0.1 -0.1 0.1399
O 1.4186 0.8710 -4.9051 1.4 -0.1 1.4 -0.2281
F -3.8248 -2.3176 -1.2642 0.0 0.2 0.2 0.1829
C 2.7019 -1.7816 -3.9312 0.0 -0.1 1.3 -0.1365
C -0.0596 5.1731 0.7180 -0.1 -0.2 0.1 -0.1740
H 1.8285 -0.5301 -0.8228 0.2 0.0 -0.4 0.1026
F -1.7054 -2.4414 -1.0728 0.5 0.6 0.0 0.1748
C 2.2483 -1.9754 -2.4586 1.1 1.5 0.6 -0.2845
C -1.3422 6.7456 4.4890 0.2 0.9 -0.4 0.2139
H 0.5508 4.3871 0.2735 0.0 0.0 0.0 0.1032
H 4.5450 -4.9621 -1.1442 -0.4 0.2 0.3 0.0865
O -7.4744 2.6772 -4.3278 -0.2 0.0 0.1 -0.1528
F -2.6320 -1.0317 -2.4728 0.7 0.4 0.0 0.2311
C 3.3653 -2.5796 -1.5445 -1.2 -0.2 0.6 -0.1369
C -2.7037 -1.5786 -1.2862 -1.7 -1.0 -0.1 -0.5503
C 0.6838 5.9726 1.7703 0.3 0.1 0.0 -0.2005
H 5.0679 -5.1353 1.5190 -0.2 0.2 -0.2 0.0705
H -6.4848 0.9119 -4.7420 0.0 -0.2 0.1 0.0712
H -1.1411 -4.7587 0.9733 0.2 0.1 0.5 0.0713
H 3.5986 -1.8445 -0.7468 0.2 -0.2 -0.5 0.1129
C -1.4680 1.5583 -0.9290 -0.3 0.3 -0.2 -0.4960
C -0.7860 7.4169 0.6658 -0.2 0.0 0.0 -0.1846
H -0.1644 -0.9467 -2.2265 -0.1 0.5 -0.3 0.0897
H -1.3272 5.9759 -0.8909 0.0 0.0 0.0 0.1250
H -0.9469 4.7092 1.1597 0.0 0.0 0.0 0.1062
F -2.4705 1.6835 -1.7777 0.8 -1.7 0.8 -0.0878
H 2.1576 -4.3522 -1.6175 0.1 0.1 0.5 0.1108
H 3.9181 -3.7447 1.5733 0.4 -0.2 -0.1 0.0685
O 0.0529 2.5270 -2.8830 -1.4 -0.7 -1.0 -0.2192
H -7.4142 0.9355 -3.2147 0.0 -0.2 0.0 0.0675
C -7.3998 1.2642 -4.2586 0.2 0.3 0.0 -0.1901
H 4.2918 -2.8165 -2.0996 -0.4 -0.3 0.2 0.0678
O 1.5130 -1.6130 -4.7462 -0.5 0.8 1.3 -0.1970
F -0.4983 -0.3578 0.2868 -0.9 0.6 0.0 0.0818
C -2.8525 -0.5545 -0.1176 0.3 -0.8 0.8 -0.3385
H 0.1638 -3.8079 1.6975 -0.3 -0.2 0.3 0.0489
H -1.0779 -7.0099 0.7801 0.4 -0.5 0.1 0.0705
H -1.8206 7.3758 1.0225 0.0 0.1 -0.1 0.1159
```
Positions in Å, forces in eV/Å.

- total charge = -1
- M (u) = 940.12
- HOMO-LUMO gap (eV) = 0.9485
- multiplicity = 1